A 2-piece molecular cluster, C12H9BrO5 overall. Source: the OMol25 dataset; level of theory: ωB97M-V/def2-TZVPD.

```
27
Properties=species:S:1:pos:R:3:lowdin_charge:R:1
C -3.302 -3.453 0.284 -0.06
C -2.453 -2.318 -0.352 -0.17
C -2.298 -1.185 0.599 -0.18
C -1.256 -0.798 1.341 -0.56
Br 0.430 -1.525 1.420 0.93
C -1.677 0.380 2.164 -0.47
O -1.106 0.879 3.080 0.16
O -2.909 0.768 1.712 0.15
C -3.411 -0.263 0.913 -0.39
O -4.549 -0.340 0.621 0.21
H -3.459 -3.263 1.344 0.08
H -4.288 -3.509 -0.167 0.07
H -2.797 -4.410 0.205 0.07
H -1.466 -2.713 -0.576 0.10
H -2.930 -1.957 -1.259 0.12
C 3.833 1.273 -1.971 0.02
C 4.189 2.530 -1.725 0.02
C 3.506 3.334 -0.679 -0.39
O 3.829 4.480 -0.456 0.11
C 2.412 2.678 0.082 0.03
C 2.056 1.420 -0.163 0.01
C 2.739 0.618 -1.210 -0.39
O 2.418 -0.529 -1.436 0.09
H 4.316 0.668 -2.728 0.12
H 4.983 3.028 -2.267 0.12
H 1.929 3.281 0.841 0.12
H 1.262 0.924 0.384 0.06
```

Its SMILES is CCC1=C(Br)C(=O)OC1=O.O=C1C=CC(=O)C=C1. The calculation puts the gap between HOMO and LUMO at 8.656 eV. The net charge is 0.

***

C2H3CuOP as an isolated structure at a distorted geometry. Source: the OMol25 dataset; level of theory: ωB97M-V/def2-TZVPD.

```
8
Properties=species:S:1:pos:R:3:lowdin_charge:R:1
P 1.902 -0.740 -0.609 0.43
O -1.076 0.673 -0.261 -0.36
C -2.339 0.292 -0.258 -0.41
H -3.054 1.121 -0.385 0.11
C -2.819 -0.924 0.062 -0.03
H -3.896 -1.075 0.129 0.04
H -2.151 -1.725 0.389 0.04
Cu 0.416 0.572 0.609 0.19
```

The expectation value of S² is 0.78. The spin multiplicity is 2. The calculation puts the gap between HOMO and LUMO (alpha / beta) at 5.208 / 5.524 eV. The net charge is 0.

***

A 2-piece molecular cluster, C4H11NO overall at a distorted geometry. Source: the OMol25 dataset; level of theory: ωB97M-V/def2-TZVPD.

```
17
Properties=species:S:1:pos:R:3:lowdin_charge:R:1
C 1.129 1.122 -1.328 -0.10
C -0.352 0.958 -1.117 -0.21
C -0.779 0.221 0.135 -0.40
C -0.131 0.196 1.342 -0.01
N -1.940 -0.539 -0.067 0.10
H 1.685 0.935 -0.452 0.04
H 1.458 0.532 -2.147 0.06
H 1.476 2.169 -1.548 0.09
H -0.861 1.933 -1.106 0.12
H -0.707 0.479 -2.058 0.12
H 0.825 0.697 1.374 0.05
H -0.672 -0.182 2.245 0.08
H -2.458 -0.346 -0.811 0.02
H -2.407 -0.941 0.757 0.11
H 1.370 -1.436 1.731 -0.11
H 1.019 -1.691 0.329 0.04
O 1.706 -1.669 0.995 0.01
```

For the energy above the lowest of the compared OMol25 structures with the same formula, charge and spin, the calculation gives 2.2546 eV. Its SMILES is C=C(N)CC.O. The calculation puts the gap between HOMO and LUMO at 9.063 eV. The net charge is 0.

***

An isolated molecule of C3H6N2S at a distorted geometry. Source: the OMol25 dataset; level of theory: ωB97M-V/def2-TZVPD.

```
12
Properties=species:S:1:pos:R:3:lowdin_charge:R:1
C 1.148 -0.291 0.251 -0.27
C 0.542 0.853 0.477 -0.19
C -0.460 1.228 -0.462 -0.36
H -0.110 -1.051 -1.064 0.02
H 0.961 -2.337 -0.465 0.16
H 1.915 -0.594 0.934 0.10
H 0.734 1.618 1.377 0.16
H -0.076 1.971 -1.228 0.13
H -1.629 -0.268 1.486 -0.05
N 0.845 -1.255 -0.704 0.02
N -1.595 0.727 -0.771 -0.36
S -2.276 -0.601 0.169 0.64
```

For the energy above the lowest of the compared OMol25 structures with the same formula, charge and spin, the calculation gives 2.8517 eV. Its SMILES is N/C=C\C=N/S. The calculation puts the gap between HOMO and LUMO at 9.511 eV. The net charge is 0.

***

A 2-piece molecular cluster, C30H32ClN4O4S overall at a distorted geometry. Source: the OMol25 dataset; level of theory: ωB97M-V/def2-TZVPD.

```
72
Properties=species:S:1:pos:R:3:lowdin_charge:R:1
C -3.016 1.397 3.364 -0.07
N -2.434 1.986 2.135 -0.05
C -3.232 2.868 1.416 -0.70
S -4.816 3.205 1.841 0.68
N -2.585 3.519 0.372 -0.05
C -3.311 4.596 -0.318 -0.06
C -1.282 3.229 -0.081 -0.34
O -0.711 3.993 -0.866 0.07
C -0.657 2.019 0.448 -0.03
C 0.531 1.641 -0.097 0.10
C 1.519 0.813 0.559 -0.19
C 1.136 -0.480 0.924 -0.01
C 1.981 -1.362 1.559 -0.13
C 3.310 -0.963 1.877 -0.10
N 4.163 -1.851 2.461 -0.09
C 3.822 -3.252 2.620 -0.17
C 2.338 -3.475 2.865 -0.17
C 1.472 -2.729 1.862 -0.14
C 5.565 -1.564 2.668 -0.17
C 5.814 -0.088 2.937 -0.17
C 5.078 0.839 1.970 -0.16
C 3.702 0.381 1.598 -0.15
C 2.823 1.229 0.932 0.03
C -1.154 1.548 1.742 -0.32
O -0.522 0.824 2.517 0.07
H -2.264 0.795 3.876 0.08
H -3.359 2.216 4.005 0.07
H -3.883 0.780 3.098 0.08
H -2.649 5.036 -1.060 0.08
H -4.210 4.192 -0.793 0.08
H -3.611 5.338 0.426 0.07
H 0.798 2.082 -1.052 0.14
H 0.104 -0.774 0.756 0.12
H 4.163 -3.810 1.730 0.13
H 4.391 -3.646 3.474 0.11
H 2.118 -4.543 2.815 0.11
H 2.085 -3.127 3.873 0.12
H 0.449 -2.643 2.253 0.13
H 1.390 -3.296 0.921 0.11
H 5.917 -2.155 3.528 0.12
H 6.150 -1.915 1.798 0.13
H 5.500 0.139 3.962 0.12
H 6.888 0.104 2.877 0.11
H 5.027 1.847 2.404 0.12
H 5.666 0.928 1.045 0.12
H 3.109 2.271 0.757 0.13
C 2.561 -3.954 -1.997 -0.08
C 1.906 -2.739 -2.627 -0.23
O 0.611 -2.520 -1.972 -0.05
C -0.045 -1.449 -2.490 -0.53
C -1.342 -1.141 -1.855 -0.17
N -2.280 -0.617 -2.566 0.00
C -3.536 -0.443 -2.275 -0.20
C -4.408 0.374 -3.094 -0.24
C -5.609 0.951 -2.611 -0.06
C -6.318 1.849 -3.403 -0.14
C -5.907 2.098 -4.719 -0.74
Cl -6.781 3.199 -5.698 0.62
C -4.765 1.471 -5.232 -0.12
C -4.020 0.625 -4.417 -0.05
O 0.393 -0.765 -3.396 0.03
H 3.646 -3.926 -2.173 0.07
H 2.373 -3.972 -0.913 0.05
H 2.170 -4.885 -2.431 0.07
H 2.535 -1.845 -2.491 0.12
H 1.768 -2.871 -3.711 0.12
H -1.542 -1.585 -0.873 0.08
H -3.987 -0.888 -1.373 0.09
H -5.961 0.711 -1.608 0.10
H -7.185 2.380 -3.024 0.09
H -4.467 1.664 -6.254 0.09
H -3.126 0.137 -4.797 0.11
```

The calculation puts the gap between HOMO and LUMO at 4.120 eV. The net charge is -1.

***

An isolated molecule of N4 at a distorted geometry. Source: the OMol25 dataset; level of theory: ωB97M-V/def2-TZVPD.

```
4
Properties=species:S:1:pos:R:3:lowdin_charge:R:1
N 0.356 0.772 -0.833 0.15
N 0.880 -0.025 -0.031 -0.14
N -1.145 -0.143 0.236 0.14
N -0.091 -0.604 0.628 -0.15
```

For the energy above the lowest of the compared OMol25 structures with the same formula, charge and spin, the calculation gives 8.1772 eV. The calculation puts the gap between HOMO and LUMO (alpha / beta) at 8.790 / 8.661 eV. The net charge is 0.

***

| no. | E (eV) |
| --- | --- |
| 1 | -92868.637 |
| 2 | -58093.159 |
| 3 | -7862.299 |
| 4 | -17021.189 |
| 5 | -69139.053 |
| 6 | -5953.967 |